1.
Below is a cluster of 2 separate species, C25H47FNO5 in total, with properties calculated with ωB97M-V/def2-TZVPD.

As for the highest occupied orbital energy: -0.9359 eV. The total charge is -1. Its calculated total energy is -41129.14968 eV.

Atoms and positions in Å:
C (-2.3966, -7.9842, -1.0510)
C (-2.6896, -8.7377, -2.1078)
C (-1.9540, -8.6147, -3.4243)
O (-0.6735, -8.0192, -3.2654)
C (0.3349, -8.9123, -3.0363)
F (0.5732, -9.6690, -4.1981)
C (1.6358, -8.1762, -2.7234)
O (1.3692, -6.9900, -2.0279)
C (2.5382, -6.3942, -1.4789)
C (2.3346, -4.8917, -1.4047)
C (3.5836, -4.1537, -0.9010)
C (3.8812, -2.8662, -1.6887)
C (2.8467, -1.7786, -1.4055)
C (3.3247, -0.3623, -1.7294)
C (2.3964, 0.7072, -1.1223)
C (2.1944, 1.9343, -2.0027)
C (1.4272, 3.0343, -1.2559)
O (0.0204, 2.7734, -1.1369)
C (-0.7531, 3.4652, -2.0323)
C (-0.7510, 2.9632, -3.4542)
O (-1.4306, 4.3919, -1.7002)
H (-2.7520, -8.2319, -0.0587)
H (-1.7635, -7.1127, -1.1736)
H (-3.4725, -9.4900, -2.0827)
H (-2.4923, -7.9802, -4.1321)
H (-1.8769, -9.6151, -3.8604)
H (0.0722, -9.6494, -2.2678)
H (2.2856, -8.8481, -2.1500)
H (2.1224, -7.9722, -3.6867)
H (3.4279, -6.6496, -2.0680)
H (2.6896, -6.8082, -0.4714)
H (2.0137, -4.5498, -2.3923)
H (1.4953, -4.7210, -0.7255)
H (3.4016, -3.8478, 0.1352)
H (4.4600, -4.8075, -0.8687)
H (3.8801, -3.1350, -2.7510)
H (4.8864, -2.5332, -1.4170)
H (2.5865, -1.8028, -0.3421)
H (1.9476, -1.9638, -2.0011)
H (4.3253, -0.2126, -1.3077)
H (3.4197, -0.2100, -2.8092)
H (2.7614, 0.9968, -0.1342)
H (1.4113, 0.2538, -0.9620)
H (3.1479, 2.3616, -2.3308)
H (1.6170, 1.6599, -2.8861)
H (1.7991, 3.0473, -0.2283)
H (1.6099, 4.0328, -1.6598)
H (0.2454, 2.7534, -3.8337)
H (-1.3202, 2.0306, -3.4888)
H (-1.2511, 3.6914, -4.0899)
C (-2.3627, 3.1678, 2.7122)
C (-1.7339, 4.5619, 2.5110)
C (-2.8098, 5.5139, 1.9661)
C (-3.8648, 5.9440, 2.9909)
C (-3.3163, 5.9649, 4.4261)
C (-1.7907, 6.0920, 4.5159)
N (-1.1822, 4.9861, 3.8087)
O (0.2219, 5.0436, 3.8596)
C (-1.4066, 5.9548, 5.9906)
C (-1.3412, 7.4903, 4.0432)
C (-0.6636, 4.4375, 1.4389)
H (-1.5978, 2.4783, 3.0729)
H (-2.7785, 2.7677, 1.7757)
H (-3.1633, 3.2021, 3.4544)
H (-2.3136, 6.4059, 1.5764)
H (-3.2952, 5.0513, 1.0996)
H (-4.2287, 6.9402, 2.7197)
H (-4.7378, 5.2861, 2.9421)
H (-3.7887, 6.7803, 4.9851)
H (-3.6022, 5.0430, 4.9423)
H (-1.6473, 4.9501, 6.3426)
H (-1.9543, 6.6837, 6.6027)
H (-0.3381, 6.1180, 6.1219)
H (-1.8118, 8.2758, 4.6476)
H (-1.5976, 7.6769, 2.9992)
H (-0.2594, 7.5756, 4.1462)
H (-1.0530, 4.0694, 0.4959)
H (0.1075, 3.7347, 1.7563)
H (-0.1798, 5.3977, 1.2476)

=====

2.
Below is a structure of composition C25H47IrN4OS4, with properties calculated with ωB97M-V/def2-TZVPD.

As for the highest occupied orbital energy (alpha / beta): -16.8860 / -17.1110 eV. The value obtained for the energy above the lowest of the compared OMol25 structures with the same formula, charge and spin is 78.4 kJ/mol. As for the spin multiplicity: 2. The total charge is +3. Its calculated total energy is -80850.83746 eV.

Atoms and positions in Å:
Ir (-1.0858, 0.7718, 0.2041)
C (-0.6221, -1.0875, 1.2014)
C (0.3366, -0.1698, 1.6735)
C (1.6850, -0.6497, 0.9865)
C (1.3652, -1.7382, 0.2008)
C (0.0306, -2.1029, 0.3625)
C (-0.5983, -3.3822, -0.0054)
C (0.0568, -4.0498, -1.2148)
C (-0.2855, -4.2416, 1.2737)
C (-2.1170, -3.2943, -0.1735)
C (3.1361, -0.2762, 1.1754)
C (3.4213, 1.1315, 1.7026)
C (3.7195, -1.3506, 2.1438)
C (3.9096, -0.4455, -0.1525)
C (0.1656, 0.5383, 3.0357)
C (0.4260, 2.0460, 2.9700)
C (-1.2653, 0.3740, 3.5740)
C (1.0931, -0.1342, 4.0617)
H (-1.4767, -1.3763, 1.7946)
H (2.0695, -2.2865, -0.4005)
H (1.1206, -4.2266, -1.0596)
H (-0.0705, -3.4474, -2.1149)
H (-0.4110, -5.0176, -1.3900)
H (0.7856, -4.3266, 1.4496)
H (-0.6880, -5.2373, 1.0839)
H (-0.7691, -3.8406, 2.1648)
H (-2.3795, -2.5946, -0.9678)
H (-2.6144, -3.0033, 0.7550)
H (-2.5019, -4.2772, -0.4413)
H (3.3044, 1.2242, 2.7797)
H (2.7905, 1.8689, 1.2064)
H (4.4555, 1.3863, 1.4753)
H (3.2466, -1.3606, 3.1204)
H (4.7770, -1.1227, 2.2803)
H (3.6381, -2.3448, 1.7059)
H (3.5388, 0.2316, -0.9219)
H (3.8841, -1.4619, -0.5385)
H (4.9552, -0.2063, 0.0332)
H (-0.2801, 2.5283, 2.2856)
H (1.4332, 2.3027, 2.6658)
H (0.2648, 2.4767, 3.9591)
H (-2.0029, 0.8647, 2.9322)
H (-1.3222, 0.8787, 4.5373)
H (-1.5436, -0.6661, 3.7544)
H (2.1343, 0.1287, 3.9074)
H (0.9957, -1.2221, 4.0380)
H (0.8228, 0.2010, 5.0630)
N (-3.1132, 0.2437, 0.7497)
N (-4.0505, 1.2929, 0.6613)
C (-3.7146, 2.4559, 0.0829)
N (-4.6308, 3.3979, -0.0256)
S (-2.1364, 2.7335, -0.5289)
H (-3.3566, -0.4969, 0.0863)
H (-3.1520, -0.1347, 1.6948)
H (-4.9963, 1.0942, 0.9610)
H (-5.5778, 3.2921, 0.3093)
H (-4.3876, 4.2843, -0.4417)
S (0.9312, 1.2626, -0.8892)
C (1.4047, 2.9144, -0.8733)
N (2.1527, 3.4099, -1.8277)
C (2.7603, 4.7273, -1.5797)
C (1.9092, 5.3801, -0.4914)
S (1.1346, 3.9998, 0.4271)
H (2.4321, 2.8472, -2.6208)
H (2.7499, 5.3105, -2.4978)
H (3.7940, 4.5868, -1.2609)
H (1.1198, 6.0085, -0.8968)
H (2.5117, 5.9601, 0.2021)
O (-1.5727, -0.4744, -1.6648)
S (-1.4712, 0.2358, -3.0465)
C (-2.9869, -0.2282, -3.9296)
C (-2.6768, -1.4920, -4.7248)
C (-1.2585, -1.2943, -5.2508)
C (-0.4253, -0.8609, -4.0474)
H (-3.2213, 0.6147, -4.5827)
H (-3.7730, -0.3222, -3.1817)
H (-3.3978, -1.6263, -5.5294)
H (-2.7302, -2.3713, -4.0795)
H (-1.2459, -0.5213, -6.0214)
H (-0.8430, -2.1990, -5.6922)
H (0.5027, -0.3476, -4.2899)
H (-0.2129, -1.6952, -3.3770)

=====

3.
Below is a structure of composition C25H48AlP2 at a distorted geometry, with properties calculated with ωB97M-V/def2-TZVPD.

As for the highest occupied orbital energy (alpha / beta): -9.6177 / -9.7164 eV. The total charge is +1. Its calculated total energy is -51868.40196 eV.

Atoms and positions in Å:
Al (0.4257, -0.2446, -0.8789)
C (-2.6028, 1.8925, 0.5364)
C (-3.3491, 1.1038, -0.3808)
C (-2.8687, -0.2100, 1.4358)
C (-2.3286, 1.0890, 1.6710)
C (-3.4567, -0.2099, 0.1440)
C (-2.3019, 3.3326, 0.3999)
H (-2.2475, 3.6427, -0.6533)
H (-1.3486, 3.5703, 0.8863)
H (-3.0835, 3.9423, 0.8815)
C (-1.7638, 1.5866, 2.9392)
H (-0.8741, 2.2083, 2.7775)
H (-1.5058, 0.7491, 3.5991)
H (-2.5054, 2.2083, 3.4686)
C (-2.9067, -1.3467, 2.3830)
H (-3.9320, -1.7144, 2.5159)
H (-2.5459, -1.0480, 3.3713)
H (-2.2994, -2.1955, 2.0396)
C (-4.1458, -1.3555, -0.4844)
H (-5.0145, -0.9945, -1.0539)
H (-4.4832, -2.0594, 0.2885)
H (-3.4868, -1.9024, -1.1770)
C (-4.0537, 1.6527, -1.5536)
H (-4.8745, 2.3154, -1.2291)
H (-4.5131, 0.8622, -2.1600)
H (-3.4019, 2.2670, -2.1859)
C (1.7635, 0.8217, -1.8556)
C (0.4867, 1.4910, -1.8198)
C (-0.4562, 1.5105, -3.0419)
C (-1.3173, 0.2133, -3.1649)
C (-0.8813, -0.9011, -2.2516)
C (0.3751, -1.5753, -2.3965)
C (1.4123, -1.1850, -3.4293)
C (2.2490, 0.0804, -3.0896)
H (0.1279, 1.6384, -3.9699)
H (-1.3743, -0.0964, -4.2225)
H (-1.1625, 2.3637, -2.9656)
H (2.3053, 0.7419, -3.9666)
H (2.5924, 1.2552, -1.2870)
H (0.4312, 2.4021, -1.2150)
H (3.2778, -0.2470, -2.8850)
H (2.1288, -2.0200, -3.5013)
H (0.4158, -2.6395, -2.1262)
H (0.9310, -1.0444, -4.4034)
H (-2.3535, 0.4568, -2.8822)
H (-1.7152, -1.5038, -1.8694)
P (2.3481, 3.4966, 1.8647)
C (2.3303, 4.1750, 3.5914)
H (3.3250, 4.4406, 3.9841)
H (1.8966, 3.3915, 4.2322)
H (1.6650, 5.0510, 3.6331)
C (4.0449, 2.7148, 1.8304)
H (4.8523, 3.3939, 2.1512)
H (4.2337, 2.3667, 0.7960)
H (4.0137, 1.8244, 2.4890)
C (2.7175, 5.0426, 0.9051)
H (2.6686, 4.7856, -0.1656)
H (3.7020, 5.4887, 1.1239)
H (1.9239, 5.7813, 1.1035)
P (1.7119, -4.3705, 0.6116)
C (0.4011, -5.4546, -0.0905)
H (0.8666, -6.3239, -0.5851)
H (-0.1894, -4.8724, -0.8250)
H (-0.2593, -5.7723, 0.7323)
C (3.1158, -4.7924, -0.4872)
H (2.8263, -4.6067, -1.5332)
H (3.3679, -5.8525, -0.3393)
H (3.9719, -4.1482, -0.2307)
C (2.1529, -5.1215, 2.2006)
H (2.8985, -5.9048, 2.0255)
H (1.2396, -5.5152, 2.6658)
H (2.5749, -4.3103, 2.8132)
C (0.4715, -1.2784, 0.8088)
H (0.3596, -0.6498, 1.7089)
H (1.3758, -1.9026, 0.9313)
H (-0.3757, -1.9814, 0.8166)